No. 1
DFT (ωB97M-V/def2-TZVPD) results for 2 unconnected molecules or ions with the total composition C2H7NO in a non-equilibrium geometry.

Results
relative energy (zero: lowest compared OMol25 entry of this formula, charge and spin) = 124.19 kcal/mol
charge = 0
gap between HOMO and LUMO = 8.46 eV
electronic energy = -5719.856 eV
LUMO = -0.476 eV

XYZ file:
```
11
Properties=species:S:1:pos:R:3:forces:R:3
C -0.014718 -1.090550 1.053903 -0.743 -0.541 3.153
C -0.679218 -0.299929 -0.118197 1.209 1.991 -2.205
N 0.100945 0.637070 0.510406 -0.613 -0.443 -0.065
H -0.769669 -0.987112 1.847548 0.606 -0.104 0.031
H 0.020297 -2.148116 0.890045 -0.098 -0.729 -1.434
H 0.994715 -1.038579 1.533767 -0.573 1.087 -0.799
H -0.285954 -0.483025 -1.151443 -0.690 -0.790 0.613
H -1.784212 -0.222281 -0.089229 0.441 -0.561 0.616
H 0.917954 2.655781 -1.610941 0.024 -0.336 -0.399
H 0.676913 1.235212 -0.935550 1.043 1.577 -3.209
O 0.822947 1.741529 -1.930308 -0.606 -1.151 3.697
```
Positions in Å, forces in eV/Å.

***

No. 2
DFT (ωB97M-V/def2-TZVPD) results for 2 unconnected molecules or ions with the total composition C17H29N2O5P2 in a non-equilibrium geometry.

Results
charge = +1
gap between HOMO and LUMO = 7.64 eV
electronic energy = -49887.865 eV
LUMO = -4.638 eV

XYZ file:
```
55
Properties=species:S:1:pos:R:3:forces:R:3
C -0.235271 5.104656 0.266494 0.009 -0.377 0.231
C 0.476861 4.153325 0.429580 0.099 0.044 -0.922
C 1.362918 2.993264 0.195841 -0.072 0.815 0.068
C 0.662352 1.941949 -0.611956 0.102 -0.148 2.126
N 0.142825 2.031611 -1.798771 -0.097 -0.504 0.087
P 0.195401 3.448405 -2.798530 0.452 2.540 -1.112
O 1.233389 4.365990 -2.388182 1.046 -0.324 0.916
O 0.434563 3.064804 -4.338417 -0.881 -1.226 1.219
O -1.233597 4.129807 -2.726962 0.154 -1.296 -0.445
C -0.486774 0.689709 -2.075470 -1.701 -1.040 -0.132
C -1.041186 0.366547 -3.459705 -0.340 -0.184 -0.662
C -2.481375 0.889341 -3.686697 0.108 0.941 0.710
C -3.554450 0.284490 -2.753703 0.358 -0.686 -0.257
C -3.514524 -1.250575 -2.606846 -0.562 0.247 0.547
C 0.475701 -0.261147 -1.351127 1.314 1.268 -0.086
P 0.086241 -2.087942 -1.328190 -1.716 -1.444 0.516
O 0.304576 -2.627595 -2.873616 0.656 1.048 0.711
O 1.294772 -2.825421 -0.482753 -0.045 1.421 -0.718
C 0.521918 0.533948 0.028315 1.300 -0.333 -1.947
C 1.770134 0.057611 0.738166 -0.490 0.872 0.013
C 1.812281 -0.505773 1.926796 0.515 -0.313 0.579
H -0.888309 5.924240 0.082099 0.017 0.105 0.228
H 2.251622 3.305508 -0.375451 -0.204 0.191 0.055
H 1.721534 2.613123 1.154113 -0.153 -0.458 -0.233
H 1.188325 2.456099 -4.376784 0.133 0.224 -0.515
H -1.304345 4.725443 -3.491780 -0.324 0.110 0.114
H -1.359993 0.730191 -1.403109 -0.098 -0.140 -0.384
H -0.423781 0.712212 -4.295405 0.148 -0.057 0.285
H -1.075535 -0.724613 -3.548346 0.245 0.184 0.075
H -2.452170 1.968858 -3.456109 -0.167 -0.163 -0.246
H -2.770047 0.839511 -4.740381 0.186 -0.359 0.127
H -3.450065 0.724951 -1.752950 -0.140 0.006 -0.176
H -4.552551 0.537411 -3.125268 0.210 0.276 0.118
H -3.921861 -1.781084 -3.472532 0.373 0.138 -0.060
H -4.181919 -1.506980 -1.772680 0.135 -0.060 -0.164
H -2.533296 -1.640914 -2.324065 -0.124 -0.016 -0.218
H 1.486783 -0.005470 -1.738156 -0.199 -0.626 -0.314
H 1.213843 -2.480203 -3.177720 -0.085 -0.212 -0.286
H 2.112766 -2.308006 -0.528052 0.204 -0.367 0.229
H -0.427668 0.380675 0.556909 0.201 0.359 0.172
H 2.705122 0.161298 0.183183 -0.282 -0.487 -0.291
H 1.079134 -0.381127 2.719812 -0.398 -0.451 -0.478
H 2.672911 -1.122333 2.169598 0.116 0.559 0.373
C 1.117988 -4.551436 5.759981 0.053 0.039 0.009
C 0.895496 -3.196903 6.423106 -0.016 -0.383 0.010
C 0.976613 -2.026103 5.438514 -0.158 0.061 0.352
C 2.315079 -1.872582 4.868288 -0.083 -0.051 0.045
N 3.369203 -1.763368 4.427421 0.014 -0.002 -0.014
H 2.121314 -4.629267 5.337585 -0.019 0.015 -0.021
H 1.004016 -5.351591 6.490672 0.000 -0.009 -0.033
H 0.394598 -4.720201 4.959522 0.011 -0.014 0.003
H 1.623199 -3.061514 7.225112 -0.015 0.114 -0.030
H -0.092778 -3.189774 6.886494 0.012 0.136 -0.019
H 0.710297 -1.102012 5.956338 0.097 0.056 -0.080
H 0.247719 -2.161045 4.635772 0.104 -0.040 -0.077
```
Positions in Å, forces in eV/Å.

***

What is the formula in the first record? C2H7NO